Record 1
15
Properties=species:S:1:pos:R:3:lowdin_charge:R:1 method="wB97M-V/def2-TZVPD" de_lowest_kcal_mol=54.0 energy_ha=-341.91757 smiles=C[C@H](O)[C@@H](N)C#N lumo_energy_ev=0.76
C 0.4260 0.7736 1.2588 -0.031
C 0.2588 0.5798 -0.3216 -0.399
O -0.0091 1.8247 -0.9655 -0.053
C -0.9212 -0.3026 -0.6250 -0.353
N -0.9039 -1.7663 -0.6378 0.037
C -2.1539 0.1878 0.2344 -0.158
N -3.1914 0.3613 0.7273 0.139
H -0.4590 1.2989 1.6175 0.069
H 1.3010 1.3164 1.5468 0.062
H 0.4272 -0.2293 1.7033 0.087
H 1.2405 0.2148 -0.7391 0.154
H 0.2793 2.5859 -0.4248 0.108
H -1.1534 0.0850 -1.6790 0.154
H -1.8499 -2.1393 -0.7438 0.088
H -0.1455 -1.9699 -1.3186 0.098

Record 2
15
Properties=species:S:1:pos:R:3:lowdin_charge:R:1 method="wB97M-V/def2-TZVPD" de_lowest_kcal_mol=131.1 energy_ha=-341.79477 lumo_energy_ev=1.05
C -0.6541 -1.4161 -1.4503 -0.061
C 1.6251 0.6045 0.5888 -0.175
N -1.2778 0.9658 1.6400 -0.029
C 1.2438 -0.0172 -0.5368 -0.109
C -0.1609 -0.1611 -0.7889 -0.220
O -0.5891 -0.0288 0.9645 -0.290
N 2.1568 1.3701 1.3631 0.175
H -2.2784 0.7634 1.5994 0.070
H -1.1099 1.8801 1.2183 0.071
H 2.1282 1.1877 2.3616 0.086
H 1.9485 -0.6996 -0.9941 0.109
H -0.6704 0.7473 -1.1079 0.122
H -0.5058 -1.3676 -2.5321 0.087
H -0.1347 -2.2915 -1.0629 0.084
H -1.7214 -1.5371 -1.2627 0.081

Record 3
15
Properties=species:S:1:pos:R:3:lowdin_charge:R:1 method="wB97M-V/def2-TZVPD" de_lowest_kcal_mol=1.1 energy_ha=-342.00192 smiles="O=C1NCCCN1" lumo_energy_ev=0.85
O 2.7900 -0.4905 -0.1062 0.031
C 1.5861 -0.2867 -0.0904 -0.575
N 0.6635 -1.3081 -0.0673 0.060
C -0.7497 -1.0919 -0.2893 -0.197
C -1.1607 0.1403 0.5129 -0.174
C -0.3515 1.3348 0.0146 -0.197
N 1.0552 0.9814 -0.0663 0.070
H 1.0648 -2.2229 -0.1946 0.139
H -0.9842 -0.9261 -1.3525 0.119
H -1.2953 -1.9849 0.0301 0.118
H -0.9422 -0.0371 1.5719 0.120
H -2.2310 0.3472 0.4098 0.113
H -0.4678 2.1824 0.6998 0.116
H -0.7309 1.6548 -0.9680 0.115
H 1.7535 1.7073 -0.1045 0.140

Record 4
15
Properties=species:S:1:pos:R:3:lowdin_charge:R:1 method="wB97M-V/def2-TZVPD" de_lowest_kcal_mol=128.8 energy_ha=-341.79832 smiles="C=N/C=C/NOC" lumo_energy_ev=0.94
C 2.2369 1.0086 0.0141 -0.111
N 2.7321 -0.1453 0.2606 -0.011
C 1.7540 -1.0258 -0.0587 -0.170
C 0.5605 -0.4031 0.1219 -0.190
N -0.6319 -0.8158 -0.4249 -0.018
O -1.7962 -0.7973 0.3926 -0.175
C -2.5573 0.3750 0.1750 -0.106
H 1.5443 1.2356 -0.7935 0.085
H 2.7019 1.8761 0.4765 0.076
H 1.9311 -2.0044 -0.4651 0.107
H 0.4399 0.3699 0.8629 0.120
H -0.6107 -1.6766 -0.9571 0.139
H -2.7095 0.5614 -0.8947 0.085
H -2.0801 1.2515 0.6318 0.081
H -3.5150 0.1901 0.6586 0.086

Record 5
15
Properties=species:S:1:pos:R:3:lowdin_charge:R:1 method="wB97M-V/def2-TZVPD" de_lowest_kcal_mol=43.6 energy_ha=-341.93412 smiles=CN[C@H](C#N)CO lumo_energy_ev=0.83
C -1.7820 0.5018 0.6469 -0.113
N -0.3367 0.2895 0.7385 -0.093
C 0.2891 0.0235 -0.5542 -0.349
C -0.4707 -1.0245 -1.2716 -0.178
N -1.2134 -1.8002 -1.7049 0.161
C 1.7652 -0.3001 -0.3044 -0.236
O 2.3513 0.7501 0.4171 -0.056
H -2.3472 -0.4260 0.7960 0.084
H -2.0934 1.2475 1.3752 0.074
H -2.0605 0.8805 -0.3532 0.091
H -0.1633 -0.5206 1.3295 0.122
H 0.2423 0.9600 -1.1223 0.157
H 2.2989 -0.3940 -1.2530 0.128
H 1.8511 -1.2612 0.2320 0.127
H 1.6693 1.0737 1.0285 0.079

Record 6
15
Properties=species:S:1:pos:R:3:lowdin_charge:R:1 method="wB97M-V/def2-TZVPD" de_lowest_kcal_mol=89.8 energy_ha=-341.86055 smiles="CC(=C=NO)CN" lumo_energy_ev=0.95
C -1.0629 -0.1047 -1.5148 -0.054
C -0.5380 0.0864 -0.1174 -0.273
C -0.6578 -0.8305 0.8110 -0.055
N -0.7722 -1.6577 1.7296 0.012
O 0.3233 -2.5410 1.7620 -0.070
C 0.2670 1.3361 0.1700 -0.256
N 1.5767 1.1967 -0.4596 0.002
H -1.5468 -1.0768 -1.6172 0.080
H -0.2339 -0.0382 -2.2269 0.080
H -1.7921 0.6753 -1.7685 0.082
H 0.1181 -3.1337 2.4971 0.085
H 0.3008 1.5009 1.2569 0.112
H -0.2248 2.2015 -0.2918 0.116
H 2.0646 0.4217 -0.0232 0.073
H 2.1335 2.0304 -0.3049 0.067

Record 7
15
Properties=species:S:1:pos:R:3:lowdin_charge:R:1 method="wB97M-V/def2-TZVPD" de_lowest_kcal_mol=75.4 energy_ha=-341.88347 smiles="NC(=O)CN1CC1" lumo_energy_ev=0.83
N 1.5877 0.5147 -1.0120 0.174
C 1.7265 -0.5204 -0.1344 -0.524
O 2.7519 -1.1614 -0.0017 0.041
C 0.4972 -0.8640 0.7027 -0.088
N -0.6953 -0.1872 0.3937 -0.254
C -1.2700 1.0573 0.4880 -0.094
C -1.8425 -0.2936 -0.3491 -0.067
H 2.4280 0.8315 -1.4715 0.111
H 0.8030 1.1458 -0.9540 0.077
H 0.3169 -1.9377 0.6085 0.139
H 0.7463 -0.6558 1.7501 0.136
H -1.4288 1.4170 1.5308 0.103
H -1.1168 1.8787 -0.2128 0.067
H -2.7862 -0.6195 0.0760 0.073
H -1.7181 -0.6056 -1.4143 0.105

Record 8
15
Properties=species:S:1:pos:R:3:lowdin_charge:R:1 method="wB97M-V/def2-TZVPD" de_lowest_kcal_mol=45.6 energy_ha=-341.93096 smiles=CN[C@H](C#N)CO lumo_energy_ev=0.76
C -1.7892 0.8129 0.5940 -0.111
N -0.3923 0.3807 0.6927 -0.098
C 0.1985 -0.0728 -0.5573 -0.324
C -0.3593 -1.3703 -1.0323 -0.183
N -0.7230 -2.4319 -1.2970 0.154
C 1.7470 -0.2519 -0.4304 -0.225
O 2.3083 0.5842 0.5399 -0.051
H -2.4834 0.0160 0.2879 0.080
H -2.1152 1.1788 1.5705 0.080
H -1.9056 1.6449 -0.1112 0.085
H -0.3402 -0.3677 1.3787 0.122
H -0.0319 0.6867 -1.3085 0.146
H 2.1945 -0.0105 -1.4008 0.127
H 1.9539 -1.3174 -0.2457 0.118
H 1.7378 0.5183 1.3196 0.078

Record 9
15
Properties=species:S:1:pos:R:3:lowdin_charge:R:1 method="wB97M-V/def2-TZVPD" de_lowest_kcal_mol=99.0 energy_ha=-341.84589 lumo_energy_ev=0.87
C -1.6919 -0.7591 0.7726 -0.032
C -0.2709 -0.3577 0.4540 -0.617
O 0.5258 -1.5237 0.4211 -0.018
C -0.0977 0.3646 -0.8906 -0.215
N 1.3195 0.6518 -0.8993 0.007
C 0.4496 0.5970 1.4582 0.028
N 1.3385 1.1462 0.7281 0.033
H -1.7267 -1.3226 1.7082 0.088
H -2.0829 -1.4077 -0.0201 0.088
H -2.3272 0.1274 0.8589 0.086
H 1.3261 -1.2559 -0.0657 0.085
H -0.7066 1.2793 -0.9251 0.124
H -0.4262 -0.3418 -1.6558 0.131
H 2.1718 1.6975 0.8766 0.119
H 1.5009 1.4573 -1.5095 0.093

Record 10
15
Properties=species:S:1:pos:R:3:lowdin_charge:R:1 method="wB97M-V/def2-TZVPD" de_lowest_kcal_mol=76.6 energy_ha=-341.88155 smiles="NC(=O)CN1CC1" lumo_energy_ev=0.84
N -2.0210 1.2193 -0.1159 0.099
C -0.7057 1.6258 -0.4614 -0.488
O -0.4033 2.5240 -1.1949 0.110
C 0.3087 0.8218 0.4832 -0.134
N -0.0494 -0.5804 0.3021 -0.163
C 0.9051 -1.6514 0.5095 -0.123
C 0.5480 -1.2032 -0.8613 -0.135
H -1.6456 1.2791 0.8490 0.079
H -2.0218 0.1934 -0.1500 0.081
H 1.3115 1.1114 0.1690 0.113
H 0.2316 1.0339 1.5726 0.131
H 1.8988 -1.4136 0.8840 0.108
H 0.4753 -2.5746 0.8964 0.104
H 1.2912 -0.6073 -1.3902 0.112
H -0.1234 -1.7782 -1.4920 0.105

Record 11
15
Properties=species:S:1:pos:R:3:lowdin_charge:R:1 method="wB97M-V/def2-TZVPD" de_lowest_kcal_mol=94.9 energy_ha=-341.85248 smiles="CCCN1NC1=O" lumo_energy_ev=0.86
C 0.0083 -1.3678 1.1875 -0.104
C 0.0219 0.1768 1.2196 -0.283
C 0.5238 1.0044 0.0449 -0.164
N -0.5984 1.0565 -0.9724 0.049
N -0.1926 0.8847 -2.4077 0.164
C -0.8781 -0.0268 -1.7291 -0.575
O -1.4155 -1.1039 -1.8114 0.116
H -0.7839 -1.5749 0.4132 0.062
H 0.9720 -1.7529 0.7137 0.083
H -0.0622 -1.7883 2.2556 0.096
H 0.5623 0.6153 2.1247 0.124
H -0.9876 0.4785 1.3586 0.090
H 0.4919 1.9637 0.4681 0.087
H 1.5400 0.6518 -0.2996 0.141
H 0.7982 0.7828 -2.5654 0.114

Record 12
16
Properties=species:S:1:pos:R:3:lowdin_charge:R:1 method="wB97M-V/def2-TZVPD" de_lowest_kcal_mol=168.8 energy_ha=-416.98691 lumo_energy_ev="0.62 / 0.65"
C 0.1839 0.9399 0.3206 -0.087
C -1.1488 1.3658 0.0238 -0.120
C 0.9107 0.0590 -0.3883 -0.431
C 2.4139 -0.1046 -0.2349 -0.019
N -2.5212 -0.5773 -0.1013 -0.089
N -1.4936 -1.2960 0.5059 -0.008
O -2.2616 0.7160 -0.2351 -0.082
O 0.4612 -0.8429 -1.2623 0.045
H 0.7124 1.6590 0.8929 0.094
H -1.4197 2.3577 0.1401 0.092
H 2.4470 0.4997 0.7419 0.092
H 2.9170 0.3992 -1.1039 0.098
H 2.5630 -1.2452 -0.0427 0.120
H -1.5619 -0.8937 1.5220 0.144
H -1.7046 -2.2314 0.6347 0.055
H -0.4976 -0.8053 -1.4135 0.096

Record 13
16
Properties=species:S:1:pos:R:3:lowdin_charge:R:1 method="wB97M-V/def2-TZVPD" de_lowest_kcal_mol=152.8 energy_ha=-417.01238 lumo_energy_ev="-0.12 / -0.12"
C -0.7627 0.6790 0.0321 -0.106
C -1.4691 0.2078 1.2718 -0.135
C 0.8599 -0.1652 -0.7934 -0.590
C -0.1221 -1.3105 -0.8628 -0.035
N 1.1590 0.4846 -1.9830 0.103
O 1.4011 -0.7702 1.3342 -0.100
N 1.8650 -0.3224 0.0537 -0.007
O -0.7094 -2.1930 -0.3993 0.198
H 2.1893 -1.1913 1.6953 0.086
H 0.3939 0.6318 -2.6228 0.093
H 1.7546 1.2889 -1.8522 0.100
H -1.4120 0.8209 -0.8376 0.090
H -0.1575 1.5701 0.1927 0.093
H -2.3338 0.8500 1.4788 0.078
H -1.8547 -0.8096 1.1625 0.063
H -0.8014 0.2290 2.1300 0.068

Record 14
16
Properties=species:S:1:pos:R:3:lowdin_charge:R:1 method="wB97M-V/def2-TZVPD" de_lowest_kcal_mol=107.8 energy_ha=-417.08420 smiles="CN1CCC(=O)N1O" lumo_energy_ev=0.89
C -1.4147 1.2965 -0.3338 -0.056
N -0.4604 0.4438 0.4338 -0.180
C -0.6825 -1.0114 0.2278 -0.178
C 0.6563 -1.7012 0.1823 -0.086
C 1.6210 -0.6040 -0.2125 -0.362
O 2.7470 -0.5256 -0.5821 0.125
N 0.7973 0.6607 -0.1972 -0.169
O 1.3731 1.8051 0.2375 -0.002
H -1.8808 0.6592 -1.1666 0.100
H -2.0896 1.7582 0.3721 0.072
H -0.9007 2.0869 -0.8374 0.067
H -1.0623 -1.1541 -0.8519 0.132
H -1.3312 -1.1654 1.1235 0.137
H 0.7158 -2.4957 -0.6385 0.149
H 0.9539 -2.1159 1.1349 0.118
H 0.9578 2.0628 1.1079 0.133

Record 15
16
Properties=species:S:1:pos:R:3:lowdin_charge:R:1 method="wB97M-V/def2-TZVPD" de_lowest_kcal_mol=100.8 energy_ha=-417.09524 lumo_energy_ev="-0.12 / -0.61"
C -0.3006 1.1235 -0.5609 -0.572
C 1.2153 -0.9626 -0.3731 -0.069
C -1.3087 -1.0657 0.0154 -0.072
C -0.1175 -0.3040 -0.3294 -0.257
N -0.0641 0.5474 2.4039 0.149
N 0.8101 1.8575 -0.8775 0.158
O -1.4026 1.6546 -0.5210 0.030
O -1.0345 -0.0674 2.6255 -0.035
H 1.9762 -0.3890 0.1548 0.071
H 1.5440 -1.0745 -1.4113 0.092
H 1.1642 -1.9546 0.0733 0.081
H -2.1948 -0.6658 -0.4788 0.091
H -1.5239 -0.9265 1.1113 0.062
H -1.1957 -2.1343 -0.1576 0.086
H 1.7432 1.5064 -0.7595 0.080
H 0.6894 2.8549 -0.9149 0.105

Record 16
16
Properties=species:S:1:pos:R:3:lowdin_charge:R:1 method="wB97M-V/def2-TZVPD" de_lowest_kcal_mol=89.5 energy_ha=-417.11328 lumo_energy_ev=0.70
C 0.6656 0.7755 -1.6423 -0.052
C 0.0056 -0.1336 -0.6535 -0.410
N -1.4218 -0.3453 -0.6264 0.036
C 0.7712 -1.0257 0.0900 -0.329
O 1.8429 -1.5561 0.0434 0.103
N -0.0648 -0.8382 1.6770 0.114
C -0.0245 0.7376 1.5662 -0.281
O 0.8288 1.3397 2.1581 0.057
H 0.8921 0.2520 -2.5771 0.075
H 0.0220 1.6235 -1.8896 0.076
H 1.6063 1.1496 -1.2370 0.083
H -1.9323 0.4890 -0.8998 0.079
H -1.6912 -1.0977 -1.2541 0.084
H 0.5156 -1.2296 2.4109 0.133
H -0.9821 -1.2387 1.4985 0.109
H -1.0335 1.0981 1.3357 0.124